Record 1
Density functional theory data (wB97M-V/def2-TZVPD) for a structure of composition C48H33F3N3O6SSb2Se4Y at a distorted geometry.

Values from the calculation:
2S+1 = 1
E = -361560.56789 eV
Relative energy (zero: lowest compared OMol25 entry of this formula, charge and spin) = 181.6 kcal/mol
Charge = -2

Cartesian coordinates (Å):
Y 1.23846 -0.82579 -0.55284
O -3.34774 0.69021 -0.06694
C -3.95314 -0.03479 -1.03574
C -5.30664 0.18271 -1.27164
C -5.95094 -0.50489 -2.27944
C -5.25714 -1.40489 -3.07354
C -3.92254 -1.64929 -2.82364
C -3.25774 -0.98829 -1.79694
C -1.84834 -1.32179 -1.51244
O -1.17994 -0.62029 -0.64174
N -1.36114 -2.33809 -2.15444
N -0.05074 -2.67459 -1.84954
C 0.39136 -3.64289 -2.59234
C 1.68376 -4.23809 -2.46464
C 2.24916 -4.88979 -3.57224
C 3.55856 -5.30699 -3.56924
C 4.32366 -5.15439 -2.40804
C 3.79846 -4.56609 -1.28694
C 2.49056 -4.00999 -1.29404
O 2.10746 -3.22819 -0.34004
H -2.39744 0.40531 -0.12824
H -5.83444 0.89101 -0.64814
H -7.00444 -0.33289 -2.44784
H -5.76224 -1.92389 -3.87664
H -3.35864 -2.35799 -3.40894
H -0.25694 -4.01209 -3.39294
H 1.65846 -4.99719 -4.47104
H 4.00216 -5.71249 -4.46624
H 5.35106 -5.48859 -2.40434
H 4.39276 -4.41129 -0.39184
S 4.00946 -0.98279 3.23866
C 4.87906 0.07501 2.19926
C 4.24876 0.30161 1.01406
C 3.00506 -0.38359 0.88506
C 2.74506 -1.14059 2.00426
C 1.62726 -2.01359 2.21306
C 1.56976 -2.92259 3.27656
C 0.50776 -3.79369 3.36136
C -0.47614 -3.77269 2.37776
C -0.35424 -2.84099 1.36856
N 0.63596 -1.96529 1.29826
H 5.82356 0.47291 2.52516
H 4.67976 0.93351 0.24136
H 2.37286 -2.92999 3.99956
H 0.44546 -4.50279 4.17666
H -1.31494 -4.45419 2.39096
H -1.07004 -2.80709 0.55436
O -1.54574 2.27051 -1.52124
C -1.18764 2.64761 -2.77824
C -1.97334 3.45141 -3.58964
C -1.55274 3.74621 -4.87714
C -0.36084 3.23321 -5.35594
C 0.41496 2.40821 -4.55594
C 0.01606 2.14181 -3.26104
C 0.58356 1.09551 -2.36624
O 1.22376 1.38151 -1.31034
O 0.31826 -0.07059 -2.72674
H -2.41054 2.63621 -1.28244
H -2.91444 3.83281 -3.21434
H -2.17374 4.36811 -5.51014
H -0.03514 3.44941 -6.36244
H 1.33086 1.98311 -4.94884
Se 4.06376 -2.12169 -6.18164
Sb 4.51216 -1.24499 -3.98944
Se 6.78246 -0.46749 -3.85424
Se 2.93486 0.57531 -3.30274
Se 2.83386 -1.14839 -2.09534
F 3.13326 2.47151 6.55866
C 2.46876 2.08581 5.43416
C 2.97536 2.44441 4.20066
C 2.26236 2.08011 3.07216
C 1.07766 1.36121 3.16076
C 0.63866 0.97021 4.41156
C 1.31086 1.34321 5.56206
Sb -0.08594 0.81311 1.38056
C -0.48654 2.91321 1.02976
C -1.78044 3.40681 1.08016
C -2.04044 4.73591 0.78816
C -0.98344 5.56081 0.45226
F -1.23294 6.87231 0.18196
C 0.31096 5.08981 0.36446
C 0.54626 3.75571 0.64666
C -1.82244 0.52461 2.58626
C -2.61324 -0.60329 2.49736
C -3.67804 -0.80039 3.35866
C -3.92354 0.15621 4.32036
F -4.95624 -0.02949 5.18996
C -3.14794 1.29301 4.43516
C -2.09594 1.46351 3.55636
H 3.90486 2.99301 4.12616
H 2.66226 2.35751 2.10266
H -0.26404 0.38241 4.50086
H 0.94636 1.06741 6.54276
H -2.59724 2.74271 1.33616
H -3.04804 5.12801 0.82206
H 1.11476 5.74851 0.07516
H 1.55096 3.36791 0.53506
H -2.40804 -1.34819 1.73826
H -4.29914 -1.67939 3.28876
H -3.36204 2.01971 5.20376
H -1.46814 2.33701 3.64216

Forces on the atoms, in the same order (eV/Å):
Y -6.817 -0.987 2.367
O -0.088 -0.052 -0.170
C -0.007 -0.060 -0.152
C -0.025 0.038 0.078
C -0.129 0.069 -0.002
C -0.123 -0.151 -0.132
C -0.183 0.114 0.023
C -0.131 0.187 0.101
C 1.223 -0.772 -0.280
O -0.632 0.182 0.595
N -0.643 -0.240 -0.259
N -0.108 -0.342 -0.271
C -0.753 0.727 0.452
C 0.969 0.041 0.314
C -0.104 0.112 0.290
C 0.100 -0.218 -0.106
C -0.074 -0.121 -0.102
C -0.136 0.036 0.207
C -0.120 0.527 -0.171
O 0.160 -0.032 -0.139
H 0.045 -0.050 -0.005
H -0.005 0.074 0.039
H -0.116 0.039 -0.045
H -0.031 -0.029 -0.041
H 0.056 -0.039 -0.017
H -0.029 0.072 0.088
H -0.113 0.033 -0.123
H 0.021 -0.074 -0.052
H 0.160 -0.034 0.007
H -0.013 0.037 -0.073
S -0.046 0.010 -0.451
C -0.058 -0.099 0.165
C 0.092 -0.078 0.236
C -0.024 0.134 0.985
C 1.225 0.695 0.284
C -0.271 -0.492 0.264
C -0.130 0.091 0.000
C -0.028 -0.017 0.029
C 0.051 0.101 0.022
C -0.493 -0.492 -0.083
N 0.127 -0.786 1.809
H 0.172 0.072 0.072
H -0.089 -0.094 0.059
H -0.016 -0.076 0.046
H 0.033 -0.029 0.041
H 0.021 -0.020 -0.018
H 0.010 0.053 0.047
O -0.299 0.223 -0.413
C -0.100 0.299 -0.257
C -0.100 0.091 0.154
C -0.065 0.051 -0.016
C 0.035 0.049 -0.162
C 0.083 0.232 -0.001
C -0.439 0.046 0.389
C -0.537 -0.286 -0.820
O -0.204 0.334 0.288
O -0.285 0.306 0.629
H 0.203 -0.142 -0.087
H -0.098 0.032 0.021
H 0.005 0.023 -0.003
H -0.011 0.045 -0.109
H -0.146 -0.055 0.090
Se -0.378 -0.332 0.240
Sb 0.870 0.543 -1.292
Se 0.067 -0.222 0.554
Se 2.286 4.877 -4.179
Se 6.651 -6.218 -3.162
F -0.015 -0.047 -0.044
C -0.097 -0.058 -0.025
C -0.011 0.071 0.218
C 0.041 0.097 -0.321
C -0.337 -0.283 -0.435
C 0.039 -0.139 0.208
C 0.333 0.116 0.306
Sb 0.298 2.383 1.795
C -0.100 -0.542 0.082
C 0.073 0.108 0.180
C -0.105 0.298 -0.004
C -0.065 -0.096 -0.059
F 0.024 -0.114 0.023
C -0.120 0.205 0.011
C 0.083 -0.144 0.015
C 0.407 -0.195 -0.469
C -0.034 -0.318 -0.206
C -0.165 -0.045 0.207
C -0.037 -0.044 0.029
F 0.151 0.056 -0.139
C -0.293 0.014 0.231
C -0.374 0.330 0.241
H 0.001 0.014 0.043
H -0.013 -0.056 0.081
H 0.130 -0.072 0.167
H 0.053 -0.017 0.047
H -0.077 0.094 -0.039
H -0.021 0.092 -0.004
H 0.044 0.116 -0.062
H -0.021 0.030 -0.047
H -0.066 0.066 0.009
H -0.104 -0.079 0.029
H -0.064 0.062 0.090
H -0.027 0.146 0.053

***

Record 2
Density functional theory data (wB97M-V/def2-TZVPD) for an isolated molecule of C4H8N2O at a distorted geometry.

Values from the calculation:
2S+1 = 1
E = -9300.40149 eV
Relative energy (zero: lowest compared OMol25 entry of this formula, charge and spin) = 138.2 kcal/mol
Charge = 0

Cartesian coordinates (Å):
C -1.88637 0.84659 0.66975
C -1.61983 -1.28152 -0.33141
C 1.79394 -0.36193 0.32018
C 1.31398 0.82200 -0.54672
N -0.85193 1.35177 0.21722
N -0.11772 0.74067 -0.65426
O -2.09620 -0.49105 0.61356
H -2.41862 1.35884 1.39878
H -1.73023 -1.01060 -1.40015
H -1.56173 -2.35912 -0.06820
H 1.32842 -1.15221 -0.13350
H 2.87863 -0.56906 0.14833
H 1.62237 -0.20680 1.47350
H 1.64557 1.83025 -0.22337
H 1.69971 0.48216 -1.48372

Forces on the atoms, in the same order (eV/Å):
C -0.808 -1.817 0.387
C 0.532 -0.040 -1.436
C 2.061 2.555 2.734
C 0.074 -0.204 1.330
N 3.400 1.681 -1.204
N -1.028 -0.827 -0.921
O -1.178 -0.546 0.566
H -1.330 0.510 1.001
H 0.063 -0.083 1.033
H 0.030 1.041 0.078
H -1.527 -2.368 -0.276
H -0.584 0.519 0.338
H 0.058 -0.627 -2.315
H 0.001 -0.594 -0.233
H 0.237 0.800 -1.082